[1]
13
Properties=species:S:1:pos:R:3 method="wB97M-V/def2-TZVPD" total_energy_ev=-6772.11380 e_lumo_ha="0.273 / 0.270" relative_energy_kcal_mol=25.03 total_charge=-2 s2=0.751 spin_multiplicity=2 gap_ha="0.11807 / 0.24656" e_homo_ev="4.22 / 0.65"
H -0.90 2.33 -2.94
H -0.92 -0.91 2.69
O -0.47 0.50 -2.01
H 0.81 2.07 -2.55
N 0.35 -1.93 1.40
H -0.89 -0.23 1.01
H 1.37 -0.22 0.77
C 1.38 -1.26 1.08
H -1.72 -1.77 1.39
C -0.23 1.80 -2.19
H -0.34 2.45 -1.26
C -0.85 -1.14 1.61
H 2.39 -1.68 0.99

---

[2]
16
Properties=species:S:1:pos:R:3 method="wB97M-V/def2-TZVPD" total_energy_ev=-44926.26740 e_lumo_ha="-0.217 / -0.220" relative_energy_kcal_mol=51.55 total_charge=+1 s2=6.026 spin_multiplicity=5 gap_ha="0.27771 / 0.27481" e_homo_ev="-13.48 / -13.48"
O -0.81 0.20 1.12
H 1.20 0.99 0.95
O -0.49 1.47 2.96
O 0.97 -0.63 -0.75
C 0.24 0.88 0.44
C 0.18 0.72 -1.04
O -2.12 -0.08 2.80
Cr 1.26 -2.86 -3.45
H 0.93 1.31 -1.58
O 0.36 -1.31 -2.81
C 0.99 -1.49 -1.73
H -0.20 1.97 0.08
H -0.83 0.52 -1.42
O 1.74 -2.51 -1.62
C -1.05 0.58 2.36
H -2.36 0.24 3.68

---

[3]
57
Properties=species:S:1:pos:R:3 method="wB97M-V/def2-TZVPD" total_energy_ev=-42044.83097 smiles="Cn1c(CCC(=O)OCC(=O)Nc2ccc(Oc3ccccc3)cc2)nc(=O)c2ccccc21" e_lumo_ha=0.015 relative_energy_kcal_mol=13.97 total_charge=0 gap_ha=0.31254 e_homo_ev=-8.09
H 1.14 1.58 -2.55
H 3.32 -2.55 0.32
H 4.97 -0.93 -1.30
H -4.29 -1.91 -1.24
C 5.16 -0.16 -0.56
N -1.72 -1.58 -0.89
C 1.35 -2.18 1.06
C 0.59 -1.98 -1.60
H -0.07 1.11 2.20
H -3.00 -0.54 -2.16
H 7.49 0.92 1.63
O -2.77 3.48 -0.78
H 2.63 -2.39 -2.05
N -2.29 -1.77 1.36
H 5.75 2.62 2.02
C -0.37 -1.81 -0.60
C -0.42 1.78 -1.10
H -5.99 -1.25 0.48
C 1.48 0.95 0.75
C 4.17 0.79 -0.32
C 1.90 -2.25 -1.26
O 3.04 0.72 -1.10
H 7.11 -0.85 -0.05
H -4.30 -3.01 0.14
C -4.93 -1.02 0.63
H 3.64 2.56 0.77
H -5.11 3.00 0.09
C -4.37 2.61 0.79
H 0.32 -1.94 -2.64
H -1.31 -0.56 -2.65
H -4.40 3.18 1.72
C 0.19 1.24 1.16
C 6.35 -0.11 0.14
N -2.08 1.88 0.69
H 2.20 0.60 1.47
H 1.61 -2.24 2.11
C 0.02 -1.91 0.74
H -1.16 2.12 -1.81
C -4.07 -2.00 -0.18
O -4.68 1.27 1.15
H -4.69 -1.10 1.69
O -4.43 0.68 -0.99
C -4.67 0.38 0.15
C 2.29 -2.35 0.07
H -2.34 1.40 1.54
C -0.98 -1.65 1.79
C -0.77 1.65 0.24
C -2.99 2.72 0.13
C 6.56 0.88 1.08
C -2.11 -1.16 -2.22
H -2.30 -2.02 -2.88
O -0.71 -1.37 2.93
C -2.61 -1.76 0.12
C 1.82 1.07 -0.59
C 5.59 1.84 1.30
C 4.39 1.80 0.60
C 0.86 1.49 -1.51

---

[4]
43
Properties=species:S:1:pos:R:3 method="wB97M-V/def2-TZVPD" total_energy_ev=-200101.42769 e_lumo_ha="0.072 / 0.085" relative_energy_kcal_mol=5.49 total_charge=-1 s2=1.212 spin_multiplicity=2 gap_ha="0.19332 / 0.19961" e_homo_ev="-3.31 / -3.12"
C -0.97 3.08 -1.69
H 0.65 1.92 -2.57
H 5.56 -2.07 1.59
Se 0.76 -3.85 -1.61
Te -3.22 -4.27 -1.28
C -4.73 0.46 -0.28
H 3.60 -3.48 1.09
H 4.57 -0.61 1.50
H -4.69 2.59 -0.13
C 2.06 2.23 3.35
H 4.32 -1.77 2.82
P 1.54 -0.66 0.79
C -3.98 -0.68 -0.66
H 0.60 -0.48 -2.57
H 1.82 2.12 1.20
H 3.15 2.17 3.33
H 1.71 1.72 4.25
C -0.99 0.70 -2.08
C -4.18 1.69 -0.45
H 3.69 -2.23 -0.15
Te -0.54 -4.70 0.23
H -0.43 4.02 -1.76
H -5.70 0.33 0.19
H -0.87 -0.92 -3.32
S 2.41 0.05 -0.82
H 1.78 3.29 3.43
Se -2.25 -3.29 -3.33
C -0.35 1.90 -2.16
C 1.46 1.63 2.11
C -2.23 3.05 -1.17
H -4.36 -1.69 -0.48
C 4.56 -1.67 1.76
H 0.37 1.69 2.13
O 2.21 -2.03 1.26
O 1.84 0.25 2.09
Rh -1.21 -2.41 -1.20
H -2.72 3.96 -0.83
C -2.90 1.81 -1.05
C 3.55 -2.41 0.91
N -2.82 -0.61 -1.23
N -0.42 -0.52 -2.51
S -0.43 -0.94 0.77
C -2.27 0.62 -1.46